1.
DFT (the ωB97M-V functional and the def2-TZVPD basis) results for 7 unconnected molecules or ions with the total composition C7H26ClN10O10.

```
54
Properties=species:S:1:pos:R:3:forces:R:3
Cl -1.054 0.175 -0.156 0.1 -0.8 -0.2
O -2.179 0.944 -0.607 0.0 0.2 -0.3
O -0.043 0.063 -1.194 -0.6 0.0 -0.1
O -0.442 0.823 0.965 0.2 0.4 0.7
O -1.518 -1.133 0.242 0.1 0.0 -0.1
C 2.927 0.625 -2.797 0.1 0.8 -0.4
C 2.982 -0.883 -2.822 -0.8 0.0 -0.2
O 2.323 -1.482 -1.719 0.5 -0.3 0.3
H 1.900 0.991 -2.873 -0.1 -0.2 0.2
H 3.424 1.050 -3.678 0.1 -0.2 0.0
H 3.374 1.118 -1.933 0.0 -0.4 0.2
H 3.994 -1.286 -2.851 0.1 0.1 0.1
H 2.474 -1.212 -3.739 0.2 0.0 -0.1
H 1.485 -1.038 -1.543 -0.1 0.2 -0.1
C -1.989 3.013 -3.993 0.5 0.2 -0.4
O -1.292 3.873 -3.477 -0.1 -0.1 -0.1
N -2.184 2.974 -5.367 -0.5 -0.7 0.5
N -2.578 1.994 -3.309 0.1 0.8 -0.4
H -2.992 2.461 -5.672 0.1 0.1 -0.4
H -1.806 3.686 -5.958 -0.1 0.3 0.2
H -2.303 1.862 -2.345 -0.3 -0.3 0.0
H -3.082 1.299 -3.824 0.1 -0.3 0.3
C -1.356 -4.805 1.074 0.4 -0.8 0.4
O -1.123 -6.010 1.003 -0.1 0.3 0.1
N -0.393 -3.863 0.876 -0.3 0.0 0.0
N -2.574 -4.332 1.470 -0.2 0.4 -0.2
H 0.528 -4.205 0.679 0.0 0.1 -0.3
H -0.638 -2.902 0.702 0.2 0.1 0.0
H -2.841 -3.370 1.349 0.1 0.0 0.2
H -3.249 -4.989 1.807 0.0 -0.1 -0.2
C 0.590 4.360 -0.040 -0.7 0.0 -0.4
O 1.015 5.468 -0.339 0.2 -0.2 0.2
N 0.570 3.881 1.250 0.2 -0.1 0.1
N -0.007 3.533 -0.950 0.0 0.2 -0.3
H 1.311 4.194 1.852 -0.1 0.1 0.0
H 0.209 2.953 1.404 0.2 -0.1 0.0
H -0.264 2.582 -0.755 0.1 0.1 0.3
H -0.360 3.901 -1.826 0.3 0.1 0.1
C 2.350 -1.389 2.472 -0.7 0.6 -0.1
O 1.512 -0.995 3.269 0.4 -0.1 0.0
N 3.300 -2.317 2.797 0.1 0.0 -0.2
N 2.430 -0.910 1.193 0.2 -0.2 0.2
H 3.364 -2.612 3.751 -0.1 -0.2 0.0
H 3.855 -2.731 2.072 0.2 -0.1 0.2
H 1.743 -0.237 0.900 -0.2 -0.1 0.0
H 2.946 -1.404 0.485 -0.1 0.2 -0.2
C -1.939 -0.440 4.529 0.8 -0.2 0.8
O -2.178 -0.371 5.731 -0.5 -0.1 -0.2
N -1.411 -1.561 3.959 -0.4 0.1 -0.5
N -2.093 0.610 3.681 -0.2 -0.1 -0.4
H -1.127 -1.565 2.995 0.1 -0.1 0.1
H -1.340 -2.407 4.488 0.1 0.1 0.2
H -2.549 1.435 4.018 0.2 0.1 0.1
H -1.707 0.583 2.752 0.0 0.2 0.0
```
Forces are in eV/Å.

* frontier orbital gap: 9.257 eV
* E_LUMO: 0.0895 Ha
* charge: -1

Quick look at the Löwdin charges, all values in e: number 1, Cl, carries 0.675; number 2, O, carries -0.333; number 3, O, carries -0.347; number 4, O, carries -0.354; number 5, O, carries -0.349; number 6, C, carries -0.091; number 7, C, carries -0.315; number 8, O, carries -0.108; number 9, H, carries 0.066; number 10, H, carries 0.072; number 11, H, carries 0.078; number 12, H, carries 0.106; number 13, H, carries 0.106; number 14, H, carries 0.025; number 15, C, carries -0.643; number 16, O, carries 0.020; number 17, N, carries 0.134; number 18, N, carries 0.175; number 19, H, carries 0.081; number 20, H, carries 0.092; number 21, H, carries 0.057; number 22, H, carries 0.095; number 23, C, carries -0.685; number 24, O, carries -0.010; number 25, N, carries 0.168; number 26, N, carries 0.151; number 27, H, carries 0.101; number 28, H, carries 0.045; number 29, H, carries 0.085; number 30, H, carries 0.095; number 31, C, carries -0.674; number 32, O, carries -0.001; number 33, N, carries 0.147; number 34, N, carries 0.170; number 35, H, carries 0.092; number 36, H, carries 0.059; number 37, H, carries 0.037; number 38, H, carries 0.056; number 39, C, carries -0.677; number 40, O, carries 0.017; number 41, N, carries 0.143; number 42, N, carries 0.169; number 43, H, carries 0.096; number 44, H, carries 0.086; number 45, H, carries 0.070; number 46, H, carries 0.072; number 47, C, carries -0.686; number 48, O, carries -0.014; number 49, N, carries 0.161; number 50, N, carries 0.166; number 51, H, carries 0.064; number 52, H, carries 0.100; number 53, H, carries 0.099; number 54, H, carries 0.054

***

2.
DFT (the ωB97M-V functional and the def2-TZVPD basis) results for a molecular structure, C7H28BaO7.

```
43
Properties=species:S:1:pos:R:3:forces:R:3
Ba 1.503 -12.797 -0.771 0.2 -0.1 0.0
C 3.413 -12.249 2.390 0.4 0.0 0.4
O 2.548 -11.598 1.441 -0.2 0.2 0.4
H 3.057 -12.102 3.410 -0.2 -0.2 -0.1
H 3.449 -13.313 2.151 0.0 0.1 0.1
H 4.428 -11.840 2.386 -0.1 0.1 -0.3
H 2.079 -10.908 1.924 0.1 0.1 -0.2
C 5.095 -11.659 -2.016 1.4 0.1 1.2
O 4.371 -12.228 -0.906 -0.8 -0.2 -0.3
H 5.857 -12.362 -2.361 -0.5 -0.2 -0.5
H 4.397 -11.303 -2.760 0.0 -0.2 -0.1
H 5.719 -10.842 -1.638 -0.4 0.3 -0.2
H 4.943 -12.280 -0.136 0.2 0.1 -0.1
C -0.407 -15.306 -2.535 0.2 -1.4 0.0
O -0.025 -15.012 -1.175 0.0 0.7 -0.1
H -1.414 -15.720 -2.571 -0.1 0.2 0.0
H -0.341 -14.443 -3.186 0.1 0.3 0.3
H 0.281 -16.086 -2.870 -0.1 0.1 -0.4
H -0.056 -15.830 -0.672 -0.1 -0.1 -0.1
C 0.507 -14.061 3.027 0.8 -0.9 0.1
O 0.608 -14.295 1.607 0.1 0.6 -0.4
H -0.487 -14.290 3.398 -0.1 0.4 0.0
H 1.225 -14.714 3.534 -0.2 0.0 0.1
H 0.855 -13.056 3.233 -0.5 0.2 -0.1
H 0.407 -15.215 1.423 -0.1 -0.1 0.3
C -1.035 -11.735 -3.554 0.8 -0.3 -0.2
O -0.807 -12.159 -2.197 -0.2 0.2 0.3
H -1.096 -10.652 -3.621 -0.4 0.0 -0.1
H -0.142 -12.051 -4.093 0.0 0.1 0.0
H -1.856 -12.265 -4.032 -0.3 0.2 0.3
H -1.598 -11.998 -1.666 -0.1 -0.1 -0.2
C 3.178 -13.777 -3.933 0.2 0.0 0.2
O 2.219 -12.803 -3.463 0.3 0.0 -0.4
H 2.891 -14.227 -4.883 -0.3 -0.1 0.2
H 4.168 -13.340 -4.073 -0.1 0.1 0.1
H 3.243 -14.518 -3.135 0.0 -0.2 -0.3
H 2.155 -12.115 -4.138 -0.1 0.0 0.2
C 2.365 -9.193 -1.319 -0.6 -0.2 0.0
O 1.439 -10.273 -1.683 0.6 0.4 0.0
H 2.309 -9.108 -0.236 0.2 0.4 -0.1
H 3.383 -9.406 -1.632 -0.1 -0.4 0.0
H 2.052 -8.287 -1.833 0.0 0.1 0.2
H 0.597 -9.849 -1.877 0.0 -0.1 -0.1
```
Forces are in eV/Å.

* frontier orbital gap: 11.290 eV
* E_LUMO: -0.2051 Ha
* ΔE to the lowest compared entry with this formula, charge and spin: 8.8 kcal per mole
* charge: +2

Quick look at the Löwdin charges, all values in e: number 1, Ba, carries 2.115; number 2, C, carries -0.113; number 3, O, carries -0.303; number 4, H, carries 0.099; number 5, H, carries 0.090; number 6, H, carries 0.096; number 7, H, carries 0.099; number 8, C, carries -0.110; number 9, O, carries -0.240; number 10, H, carries 0.098; number 11, H, carries 0.071; number 12, H, carries 0.100; number 13, H, carries 0.082; number 14, C, carries -0.091; number 15, O, carries -0.303; number 16, H, carries 0.104; number 17, H, carries 0.063; number 18, H, carries 0.099; number 19, H, carries 0.088; number 20, C, carries -0.089; number 21, O, carries -0.245; number 22, H, carries 0.099; number 23, H, carries 0.099; number 24, H, carries 0.068; number 25, H, carries 0.072; number 26, C, carries -0.091; number 27, O, carries -0.278; number 28, H, carries 0.094; number 29, H, carries 0.069; number 30, H, carries 0.103; number 31, H, carries 0.107; number 32, C, carries -0.093; number 33, O, carries -0.290; number 34, H, carries 0.101; number 35, H, carries 0.082; number 36, H, carries 0.086; number 37, H, carries 0.096; number 38, C, carries -0.056; number 39, O, carries -0.315; number 40, H, carries 0.084; number 41, H, carries 0.076; number 42, H, carries 0.102; number 43, H, carries 0.076

***

> The lowest E_LUMO belongs to which entry?

C7H28BaO7

***

> Which value of E_LUMO does entry 2 give?

-0.2051 Ha